{
  "formula": "C4H5NO3",
  "method": "ωB97M-V/def2-TZVPD",
  "relative_energy_ev": 7.940,
  "e_lumo_ev": [-0.6930, -0.6923],
  "gap_ev": [8.62, 8.63],
  "total_charge": 0,
  "multiplicity": 1,
  "symbols": ["C", "C", "C", "C", "N", "O", "O", "O", "H", "H", "H", "H", "H"],
  "xyz": [[0.143282, 1.151318, 0.216514], [-0.864812, 0.271610, 0.278371], [1.540884, 0.576516, -0.000395], [0.603400, -1.437923, -0.003791], [-2.182223, 0.115361, -0.008804], [-2.372441, -0.393105, -1.124592], [-3.039389, 0.272091, 0.869192], [1.543937, -0.721932, 0.509866], [-0.081291, 2.138374, 0.009380], [1.732619, 0.569813, -1.065676], [2.412096, 1.081286, 0.675437], [0.227352, -2.223499, 0.616929], [0.336584, -1.399916, -0.972435]],
  "atomic_forces_ev_per_a": [[-2.035, -2.684, -0.204], [5.214, -1.193, 0.062], [1.937, 2.072, 2.588], [-2.678, 1.186, 3.590], [-1.659, -0.896, 0.232], [-0.497, 0.634, 0.471], [0.600, 0.187, -0.995], [0.816, -0.478, 0.273], [0.141, 2.188, -0.197], [0.452, 0.192, -0.286], [-2.079, -0.682, -2.131], [0.161, -0.580, 0.149], [-0.375, 0.055, -3.553]],
  "nbo_charge": [-0.300, 0.050, -0.087, 0.130, 0.433, -0.409, -0.382, -0.442, 0.223, 0.192, 0.215, 0.202, 0.175]
}

***

{
  "formula": "C9H12BN4O3",
  "method": "ωB97M-V/def2-TZVPD",
  "smiles": "OB(O)Cn1nnc[n+]1COc1ccccc1",
  "e_lumo_ev": -5.0835,
  "gap_ev": 7.02,
  "total_charge": 1,
  "multiplicity": 1,
  "symbols": ["O", "B", "O", "C", "N", "N", "N", "C", "N", "C", "O", "C", "C", "C", "C", "C", "C", "H", "H", "H", "H", "H", "H", "H", "H", "H", "H", "H", "H"],
  "xyz": [[3.037059, -2.353344, 0.394846], [2.748492, -1.614194, -0.850036], [2.366861, -2.433464, -2.046142], [2.784260, 0.016619, -1.057653], [2.356816, 0.827271, 0.145570], [2.993188, 0.968257, 1.369448], [2.371763, 1.811700, 2.303842], [1.147156, 2.348632, 1.586719], [1.238281, 1.640419, 0.223752], [0.123099, 1.952797, -0.748827], [-0.340667, 0.788812, -1.543654], [-1.426706, 0.185609, -0.735241], [-3.031422, 0.627007, -0.860670], [-4.119310, -0.180980, 0.081892], [-3.741030, -1.362037, 1.169888], [-2.164042, -1.792319, 1.298354], [-1.062912, -0.987031, 0.354993], [2.202058, -2.415758, 0.959225], [1.364041, -2.618890, -1.984471], [2.187052, 0.313597, -2.022956], [3.918693, 0.304656, -1.275753], [0.355361, 3.115235, 1.982941], [0.339670, 2.894229, -1.435054], [-0.814979, 2.269656, -0.081980], [-3.331066, 1.495962, -1.612224], [-5.279660, 0.086894, -0.002865], [-4.523238, -1.915899, 1.859019], [-1.765995, -2.648916, 2.026383], [0.067177, -1.324520, 0.500653]],
  "atomic_forces_ev_per_a": [[-2.327, 2.331, -1.747], [-1.037, -3.604, -0.123], [-1.160, 2.201, 2.962], [1.560, 0.351, -1.349], [-1.627, 3.385, 4.039], [-1.450, 0.647, -0.097], [-3.272, -0.252, -6.316], [4.947, -4.524, -1.830], [-1.166, 2.383, 3.512], [-2.384, 0.804, -1.068], [-1.182, 0.999, 3.414], [-3.401, -2.919, 2.823], [1.569, -2.937, 2.445], [2.646, -0.752, 0.464], [3.939, 1.583, -2.313], [-1.314, 3.326, -2.833], [-2.620, 0.552, -0.266], [1.778, -0.011, -0.914], [2.291, 0.228, -0.259], [0.895, -0.347, 2.255], [-2.315, -0.434, 0.573], [1.588, -1.812, -1.145], [0.181, -2.377, 1.174], [2.357, -0.621, -1.198], [0.551, -2.216, 1.822], [2.980, -0.509, 0.078], [1.628, 1.459, -1.800], [-1.073, 2.187, -1.804], [-2.583, 0.880, -0.500]],
  "nbo_charge": [-0.923, 1.234, -0.934, -0.636, 0.061, 0.051, -0.155, 0.185, -0.173, 0.053, -0.527, 0.220, -0.262, -0.196, -0.209, -0.202, -0.296, 0.511, 0.516, 0.310, 0.309, 0.310, 0.253, 0.251, 0.265, 0.261, 0.268, 0.261, 0.194]
}

***

{
  "formula": "C9H16N3O",
  "method": "ωB97M-V/def2-TZVPD",
  "relative_energy_ev": 4.651,
  "e_lumo_ev": [-7.9964, -11.6754],
  "gap_ev": [9.32, 5.63],
  "s2": 0.76,
  "total_charge": 2,
  "multiplicity": 2,
  "symbols": ["C", "C", "N", "N", "N", "H", "H", "H", "H", "H", "H", "H", "H", "C", "C", "C", "C", "C", "C", "C", "O", "H", "H", "H", "H", "H", "H", "H", "H"],
  "xyz": [[1.875811, 0.098398, -2.197518], [0.695733, -1.732490, -1.010007], [0.617423, -0.520517, -1.600895], [1.717341, -2.622610, -1.232157], [-0.179766, -2.207547, -0.115366], [-0.198859, 0.305168, -1.544326], [1.654822, -3.372561, -1.992583], [2.728054, -2.493171, -0.899716], [-0.989844, -1.693551, 0.274483], [-0.090279, -3.096048, 0.258285], [2.496688, 0.567972, -1.274585], [1.667750, 0.833074, -3.114219], [2.575752, -0.596722, -2.746378], [1.052950, 2.117810, 2.077153], [-1.856137, -0.276258, 1.480178], [-0.750713, 0.365628, 2.034976], [-2.248330, 0.217480, 0.211137], [-0.135681, 1.495923, 1.485901], [-1.517889, 1.218661, -0.481245], [-0.580964, 1.990798, 0.333886], [-3.351023, -0.454916, -0.229103], [-2.507788, -0.959143, 2.106079], [-0.400674, -0.111919, 2.944412], [-4.290150, -0.046590, -0.018943], [-1.920593, 1.496688, -1.449153], [0.869508, 2.404422, 3.161272], [1.396641, 2.988375, 1.435335], [-0.172042, 2.804110, -0.149872], [1.842261, 1.279528, 2.252972]],
  "atomic_forces_ev_per_a": [[1.356, 1.184, -0.397], [-0.691, 0.291, 0.514], [-0.208, 1.873, -0.639], [2.815, -1.579, -1.198], [-1.521, 3.115, -0.769], [2.671, -3.683, 0.331], [-0.205, 1.727, 1.506], [-2.347, 0.218, -0.748], [1.025, -0.475, -0.918], [0.714, -2.055, 0.418], [-1.458, -0.698, -2.500], [-0.109, -1.153, 2.612], [-1.076, 0.067, 1.108], [1.177, -0.271, 1.033], [1.105, 1.728, 1.714], [-1.849, -2.934, 1.059], [-2.319, -1.760, 0.888], [1.914, -0.191, 2.327], [0.194, 1.928, 2.377], [-4.147, -2.219, -5.586], [-1.259, 2.161, -0.247], [1.036, 0.546, -1.204], [0.257, 0.620, 0.249], [2.541, -0.913, -0.666], [0.355, 0.349, -0.122], [0.062, 0.046, -1.115], [-0.066, -1.176, 1.184], [0.945, 1.831, -0.636], [-0.909, 1.423, -0.573]],
  "mulliken_spin": [0.000, -0.009, 0.011, 0.001, 0.003, 0.004, 0.000, 0.000, 0.014, -0.001, 0.000, 0.000, 0.001, 0.011, 0.021, 0.116, 0.259, 0.200, 0.129, 0.066, 0.063, 0.001, -0.004, 0.015, 0.008, 0.052, -0.003, 0.000, 0.043]
}

***

Number 3 is which compound?
C9H16N3O

***

Which formula does entry 1 have?
C4H5NO3